[1]
ORCA calculation (ωB97M-V/def2-TZVPD) on C5H7N in the gas phase at a distorted geometry.

- Charge: 0
- Energy above the lowest of the compared OMol25 structures with the same formula, charge and spin: 114.4 kcal/mol

XYZ file:
```
13
C5H7N, DFT ωB97M-V/def2-TZVPD
C 0.99 -0.90 -0.29
C 1.52 0.45 -0.57
C 0.54 1.35 0.09
N -0.55 0.62 0.79
C -0.26 -0.79 0.64
C -1.43 -0.17 -0.07
H 1.75 -1.69 -0.25
H 1.09 1.93 0.85
H 0.16 2.09 -0.62
H -0.39 -1.47 1.48
H 0.40 -1.14 -1.16
H -2.46 -0.23 0.28
H -1.35 -0.06 -1.16
```

Atom charges from the Mulliken analysis, given in e for atoms 1 to 2: -0.461, -0.427

***

[2]
ORCA calculation (ωB97M-V/def2-TZVPD) on 5 unconnected molecules or ions with the total composition C45H78F5N2O7PS2 at a distorted geometry.

- SMILES: CCCNc1cc2c(c(CCOC(C)=O)c1P(O)O)Sc1c(S(=O)(=O)C(F)(F)C(F)(F)F)ccc(O)c1N2.CCCCCC.CCCCCC.CCCCCC.CCCCCC
- Charge: 0
- E: -109765.2268 eV

XYZ file:
```
140
C45H78F5N2O7PS2, DFT ωB97M-V/def2-TZVPD
C -2.49 1.94 -3.79
C -2.39 0.45 -4.54
C -3.67 -0.53 -4.21
N -3.43 -1.53 -3.10
C -2.57 -0.95 -1.98
C -0.99 -1.46 -1.97
C 0.11 -0.96 -0.81
C -0.47 0.07 0.32
C -2.05 0.60 0.32
C -2.57 1.69 1.48
C -2.59 1.00 3.01
O -1.64 1.78 3.82
C -1.18 1.04 5.01
C -0.72 1.94 6.34
O -1.06 -0.28 5.13
C -3.17 0.09 -0.82
P -5.00 0.62 -0.84
O -5.99 -0.38 -1.86
O -5.22 2.32 -1.13
S 0.65 0.68 1.69
C 2.37 0.16 1.14
C 3.66 0.81 1.97
S 3.50 2.00 3.41
O 3.15 1.14 4.68
O 2.38 3.06 3.27
C 5.08 2.93 3.83
F 5.83 2.07 4.81
F 5.92 3.27 2.62
C 4.80 4.40 4.57
F 6.11 4.95 5.08
F 3.86 4.30 5.71
F 4.37 5.34 3.49
C 5.19 0.36 1.53
C 5.45 -0.66 0.26
C 4.13 -1.25 -0.51
O 4.35 -2.21 -1.64
C 2.55 -0.87 -0.11
N 1.49 -1.56 -0.92
H -3.60 2.35 -3.79
H -1.77 2.64 -4.39
H -2.09 1.87 -2.68
H -1.34 -0.06 -4.38
H -2.45 0.69 -5.71
H -3.92 -1.16 -5.19
H -4.63 0.14 -4.02
H -2.94 -2.37 -3.54
H -0.63 -2.21 -2.82
H -1.79 2.59 1.43
H -3.64 2.14 1.21
H -2.30 -0.12 2.84
H -3.64 1.09 3.53
H 0.27 1.45 6.80
H -1.60 1.94 7.12
H -0.43 3.00 5.93
H -6.08 -1.32 -1.46
H -6.06 2.59 -0.61
H 6.12 0.76 2.12
H 6.55 -1.00 -0.06
H 4.21 -3.13 -1.25
H 1.51 -2.60 -0.85
C -6.95 -4.40 -3.21
C -7.81 -3.38 -3.95
C -8.92 -2.79 -3.08
C -9.96 -3.80 -2.58
C -10.69 -4.59 -3.67
C -11.50 -3.70 -4.60
H -7.54 -5.26 -2.89
H -6.15 -4.76 -3.87
H -6.49 -3.95 -2.33
H -8.22 -3.83 -4.85
H -7.16 -2.56 -4.28
H -9.43 -2.00 -3.64
H -8.47 -2.30 -2.21
H -10.70 -3.26 -1.97
H -9.48 -4.51 -1.89
H -11.36 -5.31 -3.19
H -9.97 -5.18 -4.25
H -12.26 -3.14 -4.04
H -12.02 -4.32 -5.34
H -10.87 -2.99 -5.14
C 2.83 5.91 -4.75
C 1.60 5.26 -4.14
C 1.52 5.43 -2.62
C 2.66 4.78 -1.83
C 2.84 3.28 -2.05
C 1.63 2.47 -1.61
H 3.75 5.45 -4.38
H 2.82 5.78 -5.84
H 2.86 6.98 -4.53
H 1.56 4.20 -4.41
H 0.71 5.72 -4.58
H 0.56 5.03 -2.27
H 1.50 6.51 -2.38
H 2.50 4.97 -0.76
H 3.61 5.29 -2.07
H 3.71 2.94 -1.48
H 3.06 3.07 -3.10
H 1.42 2.63 -0.55
H 1.82 1.40 -1.76
H 0.74 2.73 -2.19
C 3.96 -7.72 -5.22
C 3.46 -6.37 -5.70
C 4.47 -5.64 -6.60
C 5.80 -5.28 -5.92
C 5.68 -4.42 -4.66
C 5.07 -3.05 -4.93
H 4.85 -7.63 -4.60
H 3.19 -8.21 -4.62
H 4.19 -8.37 -6.07
H 3.19 -5.75 -4.84
H 2.54 -6.52 -6.28
H 4.00 -4.72 -6.98
H 4.68 -6.26 -7.48
H 6.43 -4.76 -6.65
H 6.33 -6.20 -5.67
H 6.69 -4.27 -4.25
H 5.10 -4.94 -3.89
H 5.66 -2.49 -5.66
H 5.04 -2.47 -4.00
H 4.04 -3.13 -5.30
C 0.93 1.44 11.67
C 2.27 2.17 11.66
C 2.27 3.40 10.74
C 2.04 3.10 9.26
C 3.04 2.13 8.62
C 4.47 2.64 8.64
H 0.68 1.04 10.68
H 0.97 0.59 12.37
H 0.13 2.10 12.00
H 3.06 1.48 11.38
H 2.49 2.50 12.68
H 3.23 3.92 10.87
H 1.50 4.10 11.08
H 2.07 4.05 8.71
H 1.03 2.71 9.12
H 2.74 1.96 7.58
H 2.99 1.15 9.12
H 4.55 3.59 8.11
H 5.13 1.92 8.15
H 4.83 2.78 9.66
```

Atom charges from the Mulliken analysis, given in e for atoms 1 to 2: -0.487, -0.302